# 1
ORCA calculation (ωB97M-V with the def2-TZVPD basis set) on C10H10O in the gas phase in a non-equilibrium geometry.

Results
ΔE to the lowest compared entry with this formula, charge and spin   136.2 kcal/mol
Maximum force   6.09 eV Å⁻¹
E   -462.09189 hartree
LUMO level (spin up / spin down)   0.12 / 0.43 eV
HOMO energy (spin up / spin down)   -7.58 / -6.67 eV

Structure (ORCA input):
```
! wB97M-V def2-TZVPD RIJCOSX def2/J DEFGRID3
* xyz 0 1
C 2.885 -0.355 0.077
C 1.958 -1.292 -0.378
C 2.583 0.994 0.325
C 0.662 -0.924 -0.711
C 1.243 1.265 0.351
C 0.354 0.371 -0.251
C -2.567 -0.760 0.037
C -2.333 -1.319 1.178
C -2.155 0.225 -1.009
C -0.966 0.939 -0.448
O -1.385 2.068 0.133
H 3.958 -0.767 0.206
H 2.172 -2.352 -0.670
H 3.321 1.673 0.587
H 0.008 -1.502 -1.177
H 0.942 2.173 0.618
H -1.920 -0.713 2.034
H -2.706 -2.328 1.376
H -1.881 -0.418 -2.026
H -3.051 0.792 -1.295
H -1.122 2.229 1.044
*
```

=====

# 2
ORCA calculation (ωB97M-V with the def2-TZVPD basis set) on a molecular structure, C19H20N5OSSbSe4Sn.

Results
ΔE to the lowest compared entry with this formula, charge and spin   12.8 kcal/mol
Maximum force   0.47 eV Å⁻¹
E   -11543.60634 hartree
LUMO level   -1.19 eV
HOMO energy   -7.05 eV

Structure (ORCA input):
```
! wB97M-V def2-TZVPD RIJCOSX def2/J DEFGRID3
* xyz 0 1
Sn -0.139 0.030 -0.120
C 4.415 -0.559 -0.642
C 4.872 0.738 -0.449
C 3.960 1.754 -0.244
C 2.596 1.479 -0.219
N 2.171 0.207 -0.368
C 3.056 -0.779 -0.591
C 1.562 2.530 -0.067
C 1.879 3.886 0.027
C 0.859 4.821 0.107
C -0.471 4.418 0.078
C -0.789 3.068 -0.021
C 0.230 2.130 -0.076
H 5.088 -1.384 -0.826
H 5.932 0.957 -0.469
H 4.299 2.769 -0.110
H 2.638 -1.768 -0.730
H 2.904 4.233 0.026
H 1.104 5.872 0.179
H -1.263 5.155 0.131
H -1.829 2.757 -0.044
N -4.136 0.116 4.134
C -3.011 -0.005 4.840
O -2.971 -0.129 6.056
C -1.698 -0.022 4.077
C -0.558 -0.145 4.857
C 0.694 -0.174 4.266
C 0.767 -0.098 2.896
N -0.330 0.009 2.130
C -1.550 0.055 2.696
H -5.002 0.140 4.648
H -4.174 0.375 3.152
H -0.692 -0.209 5.929
H 1.598 -0.264 4.853
H 1.717 -0.133 2.376
H -2.396 0.146 2.016
Se -5.959 0.707 -2.300
Sb -5.074 0.294 -0.177
Se -2.121 -0.628 -1.229
Se -5.125 -1.850 0.850
Se -4.339 2.070 1.249
C 1.364 -5.530 0.826
N 0.032 -5.103 0.431
C -0.370 -3.830 0.317
N -1.624 -3.604 -0.014
S 0.759 -2.581 0.661
H 1.367 -6.616 0.862
H 1.629 -5.141 1.807
H 2.109 -5.199 0.106
H -0.668 -5.817 0.314
H -2.276 -4.358 -0.164
H -1.969 -2.647 -0.144
*
```

=====

# 3
ORCA calculation (ωB97M-V with the def2-TZVPD basis set) on a molecular structure, C6H9NO4 in a non-equilibrium geometry.

Results
ΔE to the lowest compared entry with this formula, charge and spin   168.1 kcal/mol
Maximum force   7.75 eV Å⁻¹
E   -589.51793 hartree
LUMO level   0.11 eV
HOMO energy   -9.45 eV

Structure (ORCA input):
```
! wB97M-V def2-TZVPD RIJCOSX def2/J DEFGRID3
* xyz 0 1
C 1.668 -0.773 -0.003
C 0.564 -0.035 0.590
C 0.894 1.379 0.927
C -0.831 1.663 -0.592
C -0.624 0.161 -0.509
C -1.827 -0.479 -0.030
H 2.509 -2.394 -0.827
H 0.197 -0.656 1.677
H 1.836 1.654 1.288
H -0.106 1.607 1.778
H 0.308 3.520 -0.097
H -1.769 2.107 -0.103
H -1.017 1.795 -1.959
H 0.037 -0.507 -1.609
H -2.510 -2.318 0.851
N 0.627 2.205 -0.278
O 1.462 -1.908 -0.590
O 2.869 -0.270 0.019
O -1.716 -1.759 0.467
O -2.982 -0.030 -0.066
*
```

=====

# 4
ORCA calculation (ωB97M-V with the def2-TZVPD basis set) on C5H7F3N2 in the gas phase in a non-equilibrium geometry.

Results
ΔE to the lowest compared entry with this formula, charge and spin   41.9 kcal/mol
Maximum force   3.14 eV Å⁻¹
E   -603.74332 hartree
LUMO level   0.73 eV
HOMO energy   -8.07 eV

Structure (ORCA input):
```
! wB97M-V def2-TZVPD RIJCOSX def2/J DEFGRID3
* xyz 0 1
C 0.641 0.509 0.446
C -0.844 0.824 0.209
C 0.837 -0.826 -0.436
C -1.737 -0.380 0.005
C -3.188 -0.020 0.045
N -1.199 -1.583 0.051
N 0.038 -1.874 0.043
F -3.557 0.781 1.014
F -3.453 0.760 -1.059
F -3.999 -1.023 -0.095
H 1.227 1.475 0.147
H 0.965 0.226 1.448
H -1.162 1.274 1.068
H -1.051 1.600 -0.650
H 0.395 -0.655 -1.506
H 1.835 -1.136 -0.374
H -1.772 -2.422 0.209
*
```